Record 1
A cluster of 11 separate species, C34H56Cl10O18 in total in a non-equilibrium geometry. Source: the Open Molecules 2025 dataset; level of theory: ωB97M-V/def2-TZVPD.

Structure (XYZ):
```
118
Properties=species:S:1:pos:R:3:mulliken_charge:R:1
C -2.16 3.01 -2.51 -0.88
C -3.43 3.49 -3.22 0.64
C -3.20 4.48 -4.37 -0.49
O -3.94 3.93 -5.44 -0.36
C -4.37 2.68 -5.15 0.62
O -4.95 1.95 -5.86 -0.55
O -4.02 2.37 -3.87 -0.32
H -1.71 3.84 -1.96 0.51
H -1.39 2.74 -3.23 0.06
H -2.32 2.14 -1.87 0.02
H -4.09 3.92 -2.47 0.10
H -2.14 4.59 -4.60 0.29
H -3.64 5.45 -4.12 0.35
C 2.25 3.73 4.75 -1.15
C 0.75 3.85 4.59 0.42
C 0.22 4.95 3.67 -0.45
O -0.45 4.23 2.63 -0.27
C -0.46 2.91 2.92 0.39
O -0.95 2.09 2.21 -0.30
O 0.19 2.65 4.06 -0.22
H 2.58 4.63 5.28 0.41
H 2.70 3.71 3.76 0.15
H 2.56 2.90 5.38 0.31
H 0.38 4.08 5.60 0.24
H 1.09 5.47 3.24 0.28
H -0.45 5.66 4.15 0.29
C 2.55 1.81 0.78 -0.79
C 2.57 2.96 -0.19 0.74
C 2.66 4.35 0.46 0.07
O 3.76 4.98 -0.14 -0.40
C 4.43 4.10 -0.91 0.53
O 5.42 4.36 -1.51 -0.53
O 3.84 2.90 -0.89 -0.38
H 3.36 1.93 1.50 0.71
H 2.83 0.86 0.31 -0.10
H 1.57 1.71 1.24 -0.23
H 1.76 3.05 -0.93 0.13
H 2.88 4.13 1.52 -0.16
H 1.74 4.92 0.39 0.33
C -0.90 1.45 -5.88 -1.30
C -1.51 0.10 -5.51 0.67
C -2.26 -0.62 -6.61 -0.43
O -1.74 -1.96 -6.54 -0.39
C -0.68 -2.02 -5.70 0.57
O -0.02 -2.98 -5.50 -0.56
O -0.40 -0.78 -5.23 -0.11
H -1.67 2.15 -6.23 0.34
H -0.10 1.30 -6.60 0.49
H -0.55 1.92 -4.96 -0.09
H -2.01 0.11 -4.54 0.18
H -2.10 -0.24 -7.61 0.28
H -3.33 -0.56 -6.39 0.31
C 1.93 -6.17 5.22 -1.26
C 0.49 -5.68 4.99 0.45
C 0.11 -4.55 5.92 -0.56
O -0.47 -3.55 5.07 -0.34
C -0.25 -3.91 3.78 0.42
O -0.57 -3.24 2.86 -0.22
O 0.33 -5.14 3.68 -0.36
H 2.32 -6.08 6.23 0.33
H 2.59 -5.66 4.52 0.27
H 2.00 -7.24 4.98 0.36
H -0.21 -6.51 5.11 0.37
H 0.98 -4.14 6.43 0.22
H -0.60 -4.83 6.69 0.31
C 4.70 -2.08 -2.34 -1.26
C 4.16 -1.26 -3.49 0.45
C 2.97 -0.32 -3.20 1.04
O 3.35 0.85 -3.88 -0.32
C 4.62 0.80 -4.34 0.56
O 5.15 1.67 -4.95 -0.57
O 5.17 -0.34 -3.91 -0.41
H 3.99 -2.87 -2.08 0.28
H 4.78 -1.50 -1.42 0.25
H 5.66 -2.51 -2.63 0.42
H 4.05 -1.89 -4.39 0.25
H 2.77 -0.20 -2.13 -0.63
H 2.07 -0.77 -3.62 -0.07
Cl -3.97 4.37 0.22 -0.21
C -4.15 3.02 1.40 0.54
C -5.60 2.59 1.45 -0.55
Cl -6.15 1.87 -0.11 -0.17
H -3.76 3.36 2.36 0.32
H -3.50 2.19 1.10 -0.66
H -6.26 3.41 1.70 0.42
H -5.71 1.85 2.25 0.30
Cl -0.59 -0.11 -2.08 0.00
C -0.52 0.10 -0.32 1.31
C -0.13 -1.18 0.41 0.40
Cl 1.46 -1.85 -0.11 -0.14
H -1.40 0.56 0.11 -0.74
H 0.28 0.84 -0.19 -0.91
H -0.87 -1.94 0.19 -0.07
H -0.09 -0.91 1.46 0.15
Cl 1.84 -5.69 -0.94 -0.21
C 0.47 -5.24 0.07 0.19
C -0.71 -4.87 -0.80 -0.46
Cl -2.03 -4.30 0.23 -0.12
H 0.74 -4.45 0.76 -0.35
H 0.28 -6.13 0.66 0.37
H -1.05 -5.72 -1.37 0.49
H -0.50 -4.06 -1.50 0.06
Cl 3.25 -2.83 5.47 -0.23
C 3.23 -2.72 3.67 0.10
C 3.20 -1.34 3.07 -0.06
Cl 1.83 -0.40 3.63 -0.06
H 2.33 -3.25 3.34 -0.47
H 4.08 -3.32 3.36 0.55
H 3.21 -1.38 1.98 -0.22
H 4.13 -0.82 3.32 0.44
Cl -3.82 -0.68 0.88 0.00
C -4.72 -2.21 1.09 -0.74
C -4.44 -2.78 2.47 0.22
Cl -5.50 -4.19 2.74 -0.22
H -4.44 -2.93 0.33 0.28
H -5.78 -2.01 0.95 0.41
H -4.52 -2.01 3.24 0.40
H -3.39 -3.08 2.54 -0.30
```

- frontier orbital gap (eV) = 10.50
- SMILES = C[C@H]1COC(=O)O1.C[C@H]1COC(=O)O1.C[C@H]1COC(=O)O1.C[C@H]1COC(=O)O1.C[C@H]1COC(=O)O1.C[C@H]1COC(=O)O1.ClCCCl.ClCCCl.ClCCCl.ClCCCl.ClCCCl
- highest occupied orbital energy (eV) = -10.436
- total charge = 0
- energy relative to the best compared isomer or geometry (same formula, charge and spin) (kJ/mol) = 0.0


Record 2
A structure of composition C34H56HgN2OP3 in a non-equilibrium geometry. Source: the Open Molecules 2025 dataset; level of theory: ωB97M-V/def2-TZVPD.

Structure (XYZ):
```
97
Properties=species:S:1:pos:R:3:mulliken_charge:R:1
C 2.02 -1.95 -0.94 -0.01
C 1.89 0.26 -1.68 -0.14
C 3.02 -2.26 -1.88 -0.85
C 2.72 -0.07 -2.77 -1.27
C 3.35 -1.29 -2.82 -0.88
H 3.50 -3.24 -1.85 0.51
H 2.93 0.72 -3.48 0.51
H 4.09 -1.49 -3.60 0.40
N 1.48 -0.72 -0.83 0.88
P -0.08 -2.89 0.74 -0.67
P 1.11 2.48 -0.14 1.40
C 1.57 -3.11 -0.03 -1.38
H 1.59 -4.07 -0.58 0.55
H 2.32 -3.22 0.78 0.80
C 1.79 1.70 -1.56 -1.39
H 1.33 2.13 -2.45 0.67
C -0.18 3.85 -0.34 2.30
C 2.88 3.09 0.08 1.73
C -1.27 -3.61 -0.50 2.36
C 0.10 -3.84 2.34 1.98
C -1.59 3.42 0.13 -1.42
H -1.60 3.16 1.20 0.00
H -2.25 4.29 -0.02 0.63
H -1.97 2.58 -0.45 0.08
C 0.20 5.10 0.48 -1.94
H 0.26 4.87 1.55 0.34
H 1.14 5.56 0.14 0.32
H -0.59 5.85 0.35 0.56
C -0.28 4.19 -1.83 -1.72
H -0.94 5.06 -1.94 0.55
H 0.68 4.47 -2.30 0.22
H -0.72 3.37 -2.40 0.28
C 3.05 3.82 1.38 -1.64
H 2.79 3.16 2.22 0.21
H 4.11 4.09 1.44 0.55
H 2.44 4.73 1.45 0.31
C 3.82 1.87 0.08 -1.59
H 3.54 1.16 0.86 0.18
H 3.84 1.34 -0.88 0.21
H 4.84 2.24 0.26 0.68
C 3.19 3.95 -1.16 -1.53
H 3.06 3.40 -2.10 0.16
H 2.60 4.86 -1.25 0.33
H 4.24 4.26 -1.15 0.48
C -1.28 -3.98 3.01 -1.68
H -1.15 -4.42 4.01 0.53
H -1.79 -3.01 3.13 0.03
H -1.94 -4.65 2.44 0.33
C 1.05 -3.03 3.26 -1.60
H 2.06 -2.98 2.86 0.29
H 0.69 -2.00 3.43 0.11
H 1.10 -3.52 4.25 0.54
C 0.71 -5.23 2.14 -1.64
H 0.84 -5.69 3.13 0.55
H 0.06 -5.89 1.56 0.32
H 1.70 -5.19 1.66 0.27
C -0.96 -3.02 -1.89 -1.87
H -1.69 -3.43 -2.61 0.66
H -1.07 -1.92 -1.89 0.13
H 0.04 -3.28 -2.24 0.25
C -2.71 -3.23 -0.11 -1.50
H -2.85 -2.14 -0.14 0.11
H -3.40 -3.68 -0.85 0.54
H -2.99 -3.60 0.88 0.25
C -1.13 -5.13 -0.58 -1.82
H -0.10 -5.45 -0.79 0.30
H -1.49 -5.63 0.33 0.36
H -1.75 -5.49 -1.41 0.53
Hg -0.54 -0.58 1.40 2.79
C 0.76 1.33 1.35 -0.98
O 1.40 1.32 2.37 -0.46
N -1.69 0.15 -0.72 -0.59
C -1.63 0.46 -1.85 0.02
C -1.69 0.85 -3.23 0.72
C -3.04 0.73 -3.56 -0.74
C -0.72 1.15 -4.25 0.38
C -3.49 0.79 -4.86 -0.82
H -3.73 0.51 -2.73 0.37
C -1.20 1.27 -5.58 -0.99
H 0.37 1.28 -4.07 0.38
C -2.56 1.07 -5.88 -0.38
H -4.56 0.61 -4.99 0.38
H -0.52 1.49 -6.43 0.40
H -2.94 1.12 -6.90 0.41
C -3.49 -0.02 3.48 -1.32
P -1.74 0.43 3.33 0.92
C -1.64 2.24 3.57 -1.20
C -0.87 -0.24 4.79 -1.31
H -4.07 0.53 2.72 0.35
H -3.88 0.22 4.48 0.43
H -3.62 -1.10 3.30 0.30
H -1.56 2.46 4.64 0.60
H -0.74 2.63 3.08 0.08
H -2.52 2.73 3.16 0.39
H -1.26 0.23 5.70 0.56
H 0.20 -0.03 4.70 0.31
H -1.01 -1.33 4.85 0.28
```

- frontier orbital gap (eV) = 6.05
- highest occupied orbital energy (eV) = -8.418
- total charge = +1
- energy relative to the best compared isomer or geometry (same formula, charge and spin) (kJ/mol) = 308.5


What did we get for LUMO? Answer: 0.07 -2.37 eV, in the order shown.